DFT (wB97M-V/def2-TZVPD) results for a molecular structure, C24H62Cl4N4O2.

```
96
Properties=species:S:1:pos:R:3:forces:R:3:mulliken_charge:R:1
N 0.237 -0.786 -0.698 0.180 0.129 1.420 -0.360
H -0.631 -1.041 -1.146 1.359 0.662 -0.472 0.965
H 0.160 0.173 -0.391 0.373 -1.699 -0.421 -2.586
H 1.047 -0.878 -1.294 -1.710 -0.316 -0.412 0.421
H 0.395 -1.497 0.002 -1.069 0.771 0.758 -0.323
C -3.648 -0.239 0.028 -3.018 -3.822 7.879 -2.182
C -2.410 -0.210 0.980 -0.629 -1.783 -1.607 -0.411
N -2.159 -1.457 1.849 0.100 -2.431 1.602 1.487
C -0.781 -1.381 2.539 -1.015 0.063 1.288 0.050
C -3.302 -1.765 2.884 0.149 1.599 -0.576 -0.402
C -3.460 -0.739 4.000 -0.004 0.421 -0.077 -1.301
C -2.024 -2.824 0.978 0.423 0.058 0.090 -0.179
C -1.355 -4.079 1.522 -0.353 0.431 0.590 -1.493
O -2.181 -4.729 2.406 -2.942 -0.029 2.759 -0.452
C -1.555 -5.593 3.323 0.207 1.034 -0.567 -0.776
H -3.707 0.502 -0.769 -4.178 -2.668 5.651 0.461
H -4.550 -0.007 0.594 -0.575 -0.413 0.705 0.444
H -3.791 -1.189 -0.488 0.096 -0.248 0.813 0.450
H -2.178 0.730 1.482 -1.023 -0.472 0.882 1.316
H -1.504 -0.210 0.374 -1.220 -0.801 0.235 -1.097
H 0.061 -1.415 1.849 -0.851 0.484 0.273 -0.571
H -0.688 -2.265 3.171 -0.201 -0.394 -0.344 0.584
H -0.663 -0.618 3.308 -0.584 0.798 -0.587 0.226
H -3.204 -2.723 3.395 0.546 -0.197 -0.815 0.334
H -4.196 -1.748 2.260 0.031 -0.302 0.020 0.375
H -2.560 -0.698 4.614 -0.197 -0.083 0.252 0.305
H -4.336 -1.021 4.585 0.240 -0.420 0.318 0.441
H -3.720 0.287 3.740 0.332 0.025 -0.669 0.281
H -1.368 -2.573 0.144 -0.574 -0.067 0.968 0.034
H -2.980 -3.134 0.555 -0.242 0.703 0.288 0.712
H -0.372 -3.815 1.912 -0.317 -0.691 0.127 0.594
H -1.312 -4.847 0.751 0.909 0.801 -1.189 0.560
H -0.850 -4.972 3.876 0.988 -0.449 -0.151 0.282
H -1.163 -6.369 2.666 0.668 -0.614 0.941 0.339
H -2.206 -5.927 4.130 -0.588 -0.341 -0.649 0.245
C -2.892 0.510 -1.707 4.474 5.536 -8.684 -1.253
C -2.646 1.416 -3.041 0.688 0.715 0.565 -1.398
N -1.377 2.385 -2.990 -0.575 -1.112 1.387 0.825
C -0.129 1.566 -2.688 0.337 1.063 -1.175 -1.874
C -1.197 3.124 -4.334 -0.979 -0.729 0.993 -0.662
C -1.311 2.210 -5.615 0.487 1.718 0.930 -1.494
C -1.601 3.329 -1.766 0.034 1.143 -0.665 0.284
C -0.806 4.657 -1.867 0.905 -0.738 0.739 -1.218
O 0.563 4.457 -1.538 0.190 0.246 0.101 -0.290
C 0.965 4.160 -0.147 -0.683 2.113 -2.256 -0.870
H -1.969 -0.044 -1.533 -1.034 0.796 0.257 0.304
H -3.713 -0.197 -1.829 0.705 0.582 -2.587 0.821
H -3.087 1.147 -0.844 3.314 4.197 -2.949 0.435
H -3.478 2.120 -3.031 -0.069 0.037 -0.566 0.368
H -2.554 0.921 -4.007 -0.174 -0.322 0.355 0.578
H 0.707 2.247 -2.847 -0.016 0.223 0.368 0.774
H 0.094 0.806 -3.437 -1.052 -0.085 0.203 0.838
H -0.070 1.202 -1.662 -0.920 0.405 -1.014 2.737
H -0.267 3.691 -4.294 0.192 -0.535 0.075 0.465
H -1.968 3.883 -4.200 -0.312 -0.009 -0.957 0.597
H -0.883 1.218 -5.469 -0.292 0.043 0.043 0.396
H -0.677 2.730 -6.332 -0.006 -0.187 -0.230 0.417
H -2.321 2.231 -6.025 0.070 -0.436 0.221 0.340
H -1.387 2.795 -0.840 0.782 -0.230 -0.283 -0.260
H -2.645 3.575 -1.573 -0.414 -0.090 -1.046 0.505
H -1.214 5.476 -1.274 -0.447 -0.353 0.715 0.364
H -0.813 5.130 -2.849 0.061 -0.473 -0.229 0.300
H 0.426 4.807 0.546 -0.267 -0.324 0.196 0.309
H 2.003 4.488 -0.175 0.105 -0.113 0.305 0.213
H 0.936 3.078 -0.018 -3.074 3.161 0.260 1.442
C 5.347 -1.418 3.593 0.737 -1.011 -1.271 -1.282
C 4.425 -1.764 2.346 -0.724 1.582 1.209 -0.294
C 4.690 -0.690 1.238 -0.604 -0.572 -0.956 -1.075
N 3.533 -0.315 0.260 0.258 -0.377 1.445 0.961
C 2.828 -1.609 -0.174 3.480 1.125 -2.633 -1.104
C 2.568 0.583 0.961 -0.489 1.148 -0.183 -0.868
C 2.052 1.492 -0.181 1.098 0.360 0.043 0.562
C 3.223 1.874 -1.054 1.140 -1.946 0.672 -0.519
C 4.043 0.579 -0.934 1.222 -1.290 0.030 -1.070
H 6.292 -1.948 3.481 0.268 0.086 -0.151 0.338
H 5.034 -1.735 4.588 -0.704 0.124 -0.266 0.373
H 5.607 -0.359 3.590 -0.265 0.001 0.192 0.345
H 3.414 -1.697 2.749 -0.350 0.461 -0.325 0.113
H 4.410 -2.791 1.980 0.820 0.111 -0.027 0.537
H 5.470 -1.073 0.580 0.164 0.150 0.051 0.518
H 4.987 0.272 1.655 0.146 -0.196 0.085 0.457
H 3.379 -1.921 -1.062 0.512 -0.167 -0.123 0.193
H 1.863 -1.392 -0.632 2.785 -0.355 1.784 -0.028
H 2.775 -2.471 0.492 1.653 1.513 0.269 0.411
H 1.808 0.061 1.543 -0.075 -0.402 -0.735 -0.046
H 3.050 1.157 1.752 0.664 0.229 -0.247 0.433
H 1.255 0.951 -0.690 2.639 0.942 -0.422 -0.715
H 1.611 2.454 0.080 3.060 -3.707 1.045 -0.242
H 2.958 2.130 -2.080 -0.018 -0.273 0.090 0.215
H 3.827 2.670 -0.619 -0.165 0.272 0.050 0.521
H 3.985 -0.126 -1.763 0.015 0.613 -0.138 0.263
H 5.093 0.757 -0.699 0.076 0.104 0.011 0.577
Cl 1.724 -0.381 -2.485 4.406 0.856 -7.520 -0.487
Cl -1.757 -1.843 -1.532 -4.463 -5.820 -5.294 -0.626
Cl -0.234 1.222 0.555 -3.356 6.920 5.795 -0.504
Cl 1.002 -2.727 0.724 -1.269 -6.459 3.126 -0.727
```
Positions in Å, forces in eV/Å.

Values from the calculation:
HOMO-LUMO gap = 0.2742 Eh
multiplicity = 1
E = -86012.7030 eV
F_max = 11.2 eV/Å